Density functional theory data (ωB97M-V/def2-TZVPD) for a single N2O2S molecule.

Charge = 0
ΔE to the lowest compared entry with this formula, charge and spin = 524.89 kJ/mol
Calculated total energy = -658.0091 hartree
Spin multiplicity = 1

The geometry in XYZ format:
```
5
Properties=species:S:1:pos:R:3:forces:R:3
S 1.6514 0.1947 0.3202 2.09 2.43 1.42
O -0.2909 0.5303 0.8200 -2.08 0.95 1.83
O 1.7174 -0.9483 -0.5413 -0.04 -2.72 -2.01
N -1.8446 -0.0746 -0.7140 -2.28 -0.52 -1.62
N -1.2333 0.2978 0.1152 2.31 -0.14 0.38
```
Forces are in eV/Å.

Mulliken population analysis, charges in e, atoms 1 to 4: 0.24 -0.50 -0.38 -0.26